Record 1
{
  "formula": "C18H26N5O6S",
  "method": "wB97M-V/def2-TZVPD",
  "charge": 1,
  "orbital_gap_ev": 9.22,
  "homo_ha": -0.445,
  "symbols": ["H", "H", "H", "O", "H", "H", "H", "C", "N", "H", "H", "N", "H", "C", "C", "O", "C", "H", "C", "S", "H", "H", "C", "H", "C", "O", "H", "C", "H", "N", "H", "O", "C", "C", "H", "H", "H", "C", "N", "H", "H", "C", "C", "O", "H", "C", "N", "H", "O", "C", "C", "C", "H", "H", "C", "H"],
  "coordinates": [[-0.688, 4.917, 2.478], [-6.252, -7.518, -1.721], [0.266, 8.948, 3.753], [1.773, 4.897, -0.581], [1.278, 8.232, 5.031], [-0.828, 4.414, -2.134], [2.244, 4.482, 1.810], [0.558, 5.037, -0.624], [0.721, 6.914, 3.480], [1.421, -0.003, 0.219], [-0.654, 6.182, -1.954], [1.178, 0.735, 0.885], [-0.151, 1.970, 3.494], [-3.349, -6.150, -2.209], [0.423, 0.591, 1.995], [3.741, -3.945, -0.401], [1.246, -4.329, -1.500], [1.973, 8.600, 3.436], [-0.875, -5.992, -2.310], [2.607, -3.246, -0.995], [1.401, -3.799, -3.598], [-2.097, -6.963, -3.791], [-4.603, -6.994, -2.395], [-1.970, -7.831, -2.257], [-0.179, -5.225, -3.253], [0.654, 7.442, 1.300], [2.227, 2.504, 0.052], [0.876, -4.396, -2.853], [0.603, 6.190, 4.167], [2.021, -2.491, 0.371], [2.881, -2.237, 0.846], [-5.544, -6.921, -1.430], [1.080, 8.249, 3.958], [-0.475, -5.949, -0.970], [-3.261, -5.924, -1.143], [-3.489, -5.204, -2.739], [1.460, 4.216, 3.341], [-0.128, 5.228, -1.956], [0.342, 1.782, 2.629], [-0.989, -6.563, -0.235], [0.884, -5.158, 0.478], [1.595, 2.055, 0.815], [0.552, 6.605, 2.188], [2.933, -2.157, -1.913], [-0.464, -5.258, -4.301], [0.180, 5.143, 1.861], [-0.238, 4.965, 0.450], [-0.044, -0.335, 2.319], [-4.715, -7.690, -3.387], [1.077, 2.703, 1.904], [0.583, -5.136, -0.565], [1.304, 4.156, 2.263], [0.627, 5.240, -2.742], [1.564, -3.229, 0.884], [-2.062, -6.834, -2.704], [-1.220, 5.078, 0.255]],
  "nbo_charge": [0.21, 0.50, 0.22, -0.65, 0.21, 0.22, 0.29, 0.70, -0.60, 0.48, 0.24, -0.46, 0.45, -0.50, 0.24, -0.93, -0.35, 0.22, 0.02, 2.24, 0.25, 0.24, 0.79, 0.23, -0.20, -0.59, 0.29, -0.16, 0.38, -1.09, 0.40, -0.67, -0.42, -0.15, 0.22, 0.24, 0.22, -0.71, -0.47, 0.22, 0.22, -0.04, 0.64, -0.91, 0.23, -0.11, -0.62, 0.25, -0.59, 0.15, -0.21, -0.45, 0.25, 0.38, -0.42, 0.41]
}

Record 2
{
  "formula": "C18H26N6O4",
  "method": "wB97M-V/def2-TZVPD",
  "charge": 0,
  "orbital_gap_ev": 9.67,
  "homo_ha": -0.334,
  "smiles": "Cc1n[nH]c(C)c1CC(=O)N1CC(=O)NC[C@H]1C(=O)N[C@H]1CCCN(C)C1=O",
  "symbols": ["C", "H", "H", "H", "O", "C", "N", "H", "H", "O", "O", "H", "H", "H", "H", "C", "N", "C", "H", "N", "H", "C", "H", "C", "H", "C", "H", "H", "H", "N", "H", "C", "N", "H", "C", "C", "C", "C", "H", "C", "H", "C", "H", "N", "H", "H", "H", "C", "O", "H", "H", "C", "C", "C"],
  "coordinates": [[-0.967, -1.890, 0.670], [-0.087, -4.100, -0.613], [-4.466, 2.077, 0.483], [1.588, 3.507, -0.237], [-3.014, -0.565, -0.755], [2.088, 1.525, -0.861], [3.028, -0.405, -1.570], [-4.361, 4.127, -0.670], [-2.234, 1.860, 1.226], [-2.651, 4.795, -2.391], [0.082, 1.894, 1.165], [-2.101, 1.825, -2.499], [1.143, -5.046, 1.246], [0.254, -5.296, 3.365], [-0.812, 0.108, 1.384], [-2.690, 3.763, -1.757], [-3.609, 3.470, -0.800], [0.716, -3.493, -0.186], [0.936, -3.799, 4.033], [-1.362, -0.512, 0.803], [1.097, -1.414, 0.257], [-3.738, 2.101, -0.324], [0.186, 0.335, -2.775], [1.140, 2.682, -0.795], [1.962, -3.524, 1.569], [0.300, -2.036, -0.165], [4.329, -0.523, -0.011], [0.923, 3.054, -1.792], [1.602, -3.638, -0.806], [3.586, 0.016, -0.417], [3.539, 1.080, 2.132], [1.015, -3.962, 1.224], [-1.295, 2.147, -0.597], [0.108, -1.662, -1.172], [2.113, 0.508, -1.847], [-0.854, -2.529, 2.056], [-1.669, 2.643, -1.914], [0.090, -4.225, 3.483], [2.796, 2.580, 1.611], [-2.398, 1.575, 0.188], [1.368, 1.245, -3.719], [3.054, 1.166, 0.051], [4.492, 2.255, 1.215], [-0.041, -3.619, 2.170], [-4.098, 1.435, -1.111], [-1.789, -2.399, 0.159], [1.498, -0.512, -3.606], [-2.318, 0.044, 0.045], [-1.506, -2.103, 2.991], [-0.815, -4.051, 4.054], [-0.821, 3.038, -2.457], [-0.080, 2.255, 0.004], [3.502, 1.807, 1.319], [1.242, 0.389, -3.052]],
  "nbo_charge": [-0.14, 0.21, 0.23, 0.25, -0.65, -0.15, -0.29, 0.41, 0.25, -0.60, -0.67, 0.23, 0.20, 0.19, 0.44, 0.67, -0.61, -0.41, 0.19, -0.59, 0.21, -0.24, 0.21, -0.50, 0.18, -0.40, 0.40, 0.22, 0.23, -0.34, 0.23, -0.20, -0.42, 0.22, 0.15, 0.68, -0.32, -0.41, 0.24, -0.14, 0.22, 0.19, 0.22, -0.44, 0.22, 0.25, 0.24, 0.68, -0.62, 0.24, 0.24, 0.71, -0.65, -0.65]
}

Record 3
{
  "formula": "C18H27AsBeFN2O2",
  "method": "wB97M-V/def2-TZVPD",
  "charge": -1,
  "orbital_gap_ev": 7.14,
  "homo_ha": -0.147,
  "symbols": ["H", "O", "C", "O", "C", "H", "H", "H", "H", "C", "H", "C", "H", "C", "C", "As", "C", "H", "N", "H", "H", "H", "C", "N", "H", "C", "C", "C", "C", "C", "H", "H", "H", "H", "H", "C", "F", "H", "H", "C", "H", "H", "C", "H", "H", "H", "H", "C", "Be", "H", "H", "C"],
  "coordinates": [[-0.812, 5.043, -1.472], [0.177, 2.916, -0.787], [-1.189, 4.388, 0.515], [2.256, 0.760, -0.972], [-1.239, -2.317, -2.292], [4.506, -1.354, 0.137], [-0.850, -2.210, -3.308], [-2.433, 6.933, -1.352], [0.604, -4.613, -3.248], [-2.835, 5.642, 1.751], [3.199, -0.615, 1.903], [-0.265, 3.231, 0.388], [1.752, -5.691, -2.435], [2.874, 0.060, -0.093], [1.644, 0.889, 1.872], [0.340, -2.324, -1.085], [-0.574, -2.205, 0.671], [1.692, 2.168, 3.574], [0.870, 1.547, 1.078], [0.627, 0.781, 3.740], [-1.678, -3.214, 2.235], [2.152, -3.988, -2.681], [-1.220, -3.452, 1.270], [0.060, 2.587, 1.483], [-1.306, -1.404, 0.551], [-1.381, 5.235, -0.572], [-1.919, 4.605, 1.683], [4.055, -0.722, -0.626], [1.598, 1.103, 3.359], [0.707, -4.301, -1.103], [-3.752, 7.284, 0.713], [4.799, -0.017, -1.004], [-3.410, 5.795, 2.657], [3.711, -1.334, -1.461], [-1.738, -1.376, -2.059], [-2.225, -3.480, -2.246], [-0.303, 0.377, -1.045], [-2.776, -3.496, -1.307], [1.418, -4.497, -0.294], [-2.291, 6.279, -0.499], [-2.959, -3.401, -3.054], [-0.486, -4.242, 1.440], [-3.027, 6.481, 0.659], [2.391, 0.551, 3.860], [-1.759, 3.939, 2.520], [-2.002, -3.856, 0.627], [-0.173, -4.919, -0.907], [2.596, 0.015, 1.263], [0.771, 1.361, -0.607], [-1.718, -4.441, -2.360], [0.177, -1.821, 1.364], [1.340, -4.679, -2.442]],
  "nbo_charge": [0.23, -0.87, -0.02, -0.85, -0.73, 0.20, 0.21, 0.20, 0.20, -0.23, 0.20, 0.53, 0.19, 0.50, 0.29, 0.95, -0.73, 0.23, -0.55, 0.23, 0.20, 0.21, -0.61, -0.45, 0.24, -0.20, -0.19, -0.67, -0.67, -0.75, 0.20, 0.21, 0.20, 0.23, 0.25, -0.61, -0.88, 0.20, 0.20, -0.23, 0.19, 0.19, -0.23, 0.20, 0.23, 0.19, 0.19, -0.50, 1.70, 0.19, 0.22, -0.62]
}

Record 4
{
  "formula": "C18H27B3BrO23P",
  "method": "wB97M-V/def2-TZVPD",
  "charge": 0,
  "orbital_gap_ev": 9.90,
  "homo_ha": -0.386,
  "symbols": ["O", "O", "H", "B", "H", "H", "C", "O", "H", "C", "O", "O", "O", "H", "H", "O", "C", "O", "O", "C", "H", "C", "O", "O", "O", "O", "H", "C", "H", "C", "H", "H", "H", "H", "C", "H", "O", "O", "C", "H", "C", "C", "C", "H", "O", "H", "O", "H", "O", "H", "H", "C", "H", "B", "H", "B", "H", "O", "Br", "H", "H", "C", "O", "H", "C", "O", "C", "O", "H", "C", "O", "P", "C"],
  "coordinates": [[-1.950, -0.401, -0.227], [1.400, 0.540, 1.434], [2.466, -1.028, 3.019], [0.875, 0.004, 0.281], [5.101, -1.393, 2.037], [-5.141, 5.986, 4.539], [-3.817, 4.663, -0.583], [6.588, -2.331, 0.926], [-1.468, 3.473, 1.122], [7.738, -2.933, 1.311], [4.859, 1.817, -5.126], [4.981, -0.427, -5.319], [-6.152, -5.269, -0.881], [7.571, 2.417, -5.540], [6.988, -1.422, 3.552], [-2.561, 5.789, 5.640], [5.691, 2.798, -4.501], [8.616, -3.254, 0.583], [-1.653, -3.267, -4.169], [-2.908, 2.607, -0.284], [-2.099, 2.477, -1.002], [-4.799, -5.284, -0.892], [3.188, -0.505, 2.664], [0.007, -3.631, -2.685], [-4.432, 5.560, -1.061], [3.550, 0.322, 0.450], [5.603, 3.746, -5.024], [-4.185, 5.905, 4.020], [-4.104, -2.826, -2.130], [-3.090, 6.719, 4.686], [-3.131, -1.427, -2.633], [-3.263, 1.629, 0.021], [-0.417, -2.278, -0.316], [-7.501, -4.709, 0.589], [5.688, -2.302, 2.039], [-5.431, -3.648, 1.295], [-3.694, 4.567, 4.170], [-4.131, -5.425, -1.863], [-1.122, -3.349, -2.934], [-3.452, 7.608, 5.194], [5.481, 0.613, -5.051], [6.641, -2.401, 3.217], [7.067, 2.164, -4.606], [-6.807, -6.337, 0.753], [6.754, 0.769, -4.615], [-3.549, -4.084, -4.118], [-2.047, -3.050, -1.997], [-5.250, -5.163, 2.206], [-3.963, 3.361, -0.906], [-3.445, -2.455, -4.828], [5.022, -3.166, 1.974], [-2.525, 3.510, 0.872], [6.238, -2.948, 4.065], [2.929, -0.021, -0.733], [-3.112, 3.313, 1.771], [2.737, 0.126, 1.551], [7.720, 2.393, -3.769], [1.575, 0.203, -0.885], [3.932, -0.868, -2.106], [-0.880, -1.468, 1.676], [-2.297, 6.995, 3.991], [-5.398, -4.736, 1.219], [-4.314, -5.103, 0.358], [-4.323, 6.136, 2.967], [-2.834, 4.534, 5.217], [-2.383, 3.543, 5.688], [-6.598, -5.302, 0.479], [-2.870, 4.811, 0.378], [5.369, 2.922, -3.466], [-3.075, -3.106, -4.042], [7.746, -3.114, 2.657], [-0.748, -1.076, 0.330], [-3.204, -2.516, -2.649]],
  "mulliken_charge": [-0.50, -0.28, 0.28, 0.35, 0.00, 0.25, 0.64, -0.27, 0.31, 0.62, -0.31, -0.50, -0.32, 0.26, 0.29, -0.33, -0.24, -0.52, -0.37, -0.03, 0.10, 0.65, -0.46, -0.57, -0.55, -0.06, 0.29, -0.23, 0.23, -0.32, 0.20, 0.22, -0.01, 0.29, 0.17, 0.25, -0.34, -0.51, 0.67, 0.30, 0.61, -0.38, -0.31, 0.27, -0.31, 0.22, -0.22, 0.29, -0.34, 0.32, 0.19, -0.21, 0.31, 0.31, 0.24, 0.49, 0.29, -0.20, -0.23, -0.02, 0.25, -0.27, -0.29, 0.28, 0.67, -0.53, -0.33, -0.37, 0.20, -0.24, -0.34, 0.31, -0.27]
}

| no. | LUMO (eV) |
| --- | --- |
| 1 | -2.884 |
| 2 | 0.581 |
| 3 | 3.132 |
| 4 | -0.608 |